Record 1
Molecular formula: C38H62IN5O6SSiTeY
Method: DFT, ωB97M-V with the def2-TZVPD basis set

```
116
Properties=species:S:1:pos:R:3:forces:R:3
Y -0.353019 -0.456003 -0.490705 -0.2 -1.3 1.5
C -0.114846 -3.789981 -5.122347 -0.1 0.0 0.0
C -0.770443 -2.423737 -4.885976 0.1 -0.1 -0.1
C -1.525035 -2.004824 -6.147815 0.0 -0.1 0.2
C 0.237835 -1.383254 -4.419427 0.0 0.1 -0.1
C 1.208670 -1.694901 -3.467085 0.1 0.0 0.0
C 2.138718 -0.749147 -3.041711 -0.1 0.0 0.1
C 2.149350 0.540066 -3.578383 -0.1 0.1 0.0
C 3.269136 1.496232 -3.272632 0.1 -0.1 -0.1
C 1.161442 0.859197 -4.500951 0.0 0.0 -0.1
C 0.222768 -0.078667 -4.905853 0.1 0.0 -0.1
H -0.870880 -4.511421 -5.436513 0.0 0.0 0.0
H 0.374318 -4.187539 -4.232802 0.0 0.0 0.0
H 0.625858 -3.716442 -5.919919 0.0 0.0 0.0
H -1.518221 -2.529588 -4.083783 -0.1 0.0 0.0
H -0.820525 -1.771166 -6.947887 0.0 0.0 0.0
H -2.168953 -1.143656 -5.970871 0.0 0.0 0.0
H -2.155198 -2.825715 -6.490448 0.0 0.0 0.0
H 1.303747 -2.700064 -3.082457 -0.1 0.0 0.0
H 2.925731 -1.047869 -2.357090 0.0 0.0 0.0
H 3.541706 1.478514 -2.217602 0.0 0.0 -0.1
H 3.014991 2.517144 -3.554560 0.0 0.0 0.0
H 4.154277 1.204435 -3.842303 0.0 0.0 0.0
H 1.137383 1.850170 -4.939447 0.0 0.0 0.0
H -0.512765 0.219623 -5.638463 0.0 0.0 0.0
C 1.284078 3.227564 -0.995494 0.1 -0.2 0.1
C 1.783442 2.995308 0.423517 -0.1 0.4 -0.2
C 3.254720 3.376227 0.546821 -0.1 -0.2 0.1
C 0.942859 3.819348 1.401090 0.1 -0.2 -0.1
O 1.592856 1.574113 0.670100 -0.2 0.3 -0.3
Si 2.269947 0.685132 1.908656 -0.5 -0.8 -0.2
S 1.233538 -1.118748 1.637622 0.1 0.1 -0.3
O 1.882995 1.459056 3.286785 0.0 0.2 0.1
C 2.440901 1.364139 4.614099 0.1 0.0 0.2
C 1.368618 1.901365 5.554842 0.0 0.0 -0.1
C 2.751889 -0.088247 4.967011 -0.1 0.1 -0.2
C 3.698935 2.223990 4.683140 -0.1 -0.1 -0.1
O 3.884401 0.582607 1.840810 0.0 0.1 0.1
C 4.868997 -0.265534 1.229259 0.2 -0.2 -0.1
C 6.167734 0.531672 1.236328 -0.1 0.0 0.0
C 5.017522 -1.540945 2.053538 -0.1 0.1 0.0
C 4.464485 -0.608375 -0.199663 -0.1 0.1 0.2
H 1.233672 4.294420 -1.213439 0.0 0.0 0.0
H 0.281439 2.804244 -1.086193 0.0 0.1 0.0
H 1.938583 2.748569 -1.723542 -0.1 0.1 0.1
H 3.397536 4.396143 0.190240 0.0 0.0 0.0
H 3.878535 2.701998 -0.041727 0.0 0.0 0.0
H 3.582827 3.322429 1.586582 0.0 0.0 0.0
H 1.167640 4.880237 1.287471 0.0 0.0 0.0
H 1.164009 3.517337 2.422003 0.0 0.1 0.1
H -0.117345 3.669109 1.200593 0.0 0.1 0.0
H 0.495833 1.245173 5.534418 0.0 0.0 0.0
H 1.066932 2.908293 5.260126 0.0 0.0 0.0
H 1.748703 1.938585 6.575621 0.0 0.0 0.0
H 1.893969 -0.718007 4.724235 0.0 0.0 0.1
H 2.971553 -0.178033 6.030309 0.0 0.0 0.0
H 3.608599 -0.443354 4.395404 0.0 -0.1 0.0
H 3.456823 3.272775 4.500369 0.0 0.0 0.0
H 4.407753 1.892242 3.925503 0.1 0.0 0.0
H 4.163577 2.136606 5.665723 0.0 0.0 0.0
H 6.396673 0.863791 2.249361 0.0 0.0 0.0
H 6.078771 1.412332 0.598107 0.0 0.0 0.0
H 6.992887 -0.082563 0.874725 0.0 0.0 0.0
H 5.418606 -1.316687 3.042824 0.0 0.0 0.0
H 5.698105 -2.233083 1.557234 0.0 0.0 0.0
H 4.044425 -2.021702 2.166753 0.0 0.0 0.0
H 4.343826 0.307729 -0.780937 0.0 -0.1 0.0
H 3.518051 -1.151049 -0.195000 0.0 0.0 0.0
H 5.229148 -1.225761 -0.671776 0.0 0.0 0.0
I 0.911479 -6.735412 1.109606 -0.1 0.2 -0.2
C 0.288302 -5.174761 -0.103200 0.1 -0.2 0.2
C -0.643656 -5.207698 -1.113256 0.1 0.0 0.1
N -0.711173 -3.959330 -1.603923 0.0 -0.1 -0.2
N 0.117551 -3.116063 -0.973029 0.0 0.7 0.4
C 0.736560 -3.848395 -0.053737 0.0 -0.3 -0.1
H -1.236446 -6.020962 -1.496226 0.0 0.1 -0.1
H -1.292759 -3.630625 -2.355641 0.0 0.1 0.0
H 1.459751 -3.418366 0.616405 0.0 0.1 0.0
N -2.555391 2.950696 3.128407 -0.1 -0.1 0.0
C -1.974011 1.622900 3.310570 -0.1 0.1 -0.1
C -1.842939 0.958957 1.960550 -0.1 0.3 0.1
O -1.797704 1.800358 0.933883 0.1 -0.1 0.0
O -1.727162 -0.229153 1.762951 0.3 0.0 -0.4
H -2.341057 3.564905 3.902468 0.1 0.0 -0.1
H -3.565766 2.902808 3.054403 0.0 0.0 0.0
H -1.981481 2.698505 1.301763 0.0 0.1 -0.1
H -2.496622 0.955115 3.996841 0.0 0.0 0.0
H -0.943344 1.732682 3.663923 0.0 -0.1 0.0
Te -2.426144 0.196449 -2.497875 -0.1 0.5 -0.2
C -3.112945 2.133834 -1.918132 0.0 -0.3 -0.1
C -4.429838 2.293636 -1.501336 0.0 -0.1 0.0
C -4.904768 3.548250 -1.145657 0.0 0.0 0.0
C -4.062357 4.650666 -1.184363 0.0 0.0 0.0
C -2.756622 4.499631 -1.629458 0.0 0.0 0.0
C -2.289730 3.249137 -2.010394 0.0 0.0 -0.1
H -5.088369 1.434661 -1.465827 0.0 0.0 0.0
H -5.940011 3.669985 -0.852456 0.0 0.0 0.0
H -4.430224 5.627674 -0.899095 0.0 0.0 0.0
H -2.106612 5.363469 -1.698347 0.0 0.0 0.0
H -1.290236 3.144885 -2.409242 0.0 0.0 0.0
N -2.437817 -2.225433 -0.038674 0.5 0.4 0.0
C -3.448700 -2.701388 0.257134 0.1 0.0 0.0
N -4.591607 -3.249927 0.569861 -0.1 -0.1 0.0
C -5.640948 -3.491174 -0.421403 -0.3 0.1 0.0
C -6.929380 -2.829484 0.054872 0.1 0.0 0.0
O -7.267187 -3.258614 1.359477 0.0 0.0 0.0
C -6.262927 -2.923276 2.296286 0.1 0.0 0.0
C -4.947121 -3.605573 1.944072 -0.1 0.0 0.1
H -5.800346 -4.569471 -0.510441 0.1 0.0 0.0
H -5.337589 -3.087842 -1.386054 0.1 0.0 0.0
H -7.757953 -3.108388 -0.593591 0.0 0.0 0.0
H -6.810454 -1.737880 0.033323 0.0 0.0 0.0
H -6.613723 -3.258386 3.270776 0.0 0.0 0.0
H -6.117374 -1.834613 2.320201 0.0 0.0 0.0
H -5.076593 -4.689498 2.006377 0.1 0.0 0.0
H -4.151649 -3.299345 2.620788 0.0 0.0 0.0
```
Positions in Å, forces in eV/Å.

Calculated values
Energy relative to the best compared isomer or geometry (same formula, charge and spin) = 136.9 kJ/mol
Total charge = +1
DFT total energy = -95300.3685 eV
E_HOMO = -9.595 eV
Orbital gap = 7.34 eV
Maximum force = 2.02 eV Å⁻¹

Löwdin atomic charge list, values in e, 5 entries: atom 1 (Y): 1.194, atom 2 (C): -0.066, atom 3 (C): -0.400, atom 4 (C): -0.073, atom 5 (C): -0.245

=====

Record 2
Molecular formula: C38H63BFNO6
Method: DFT, ωB97M-V with the def2-TZVPD basis set

```
110
Properties=species:S:1:pos:R:3:forces:R:3
C 4.794265 -0.986151 0.542050 0.0 -0.5 -0.6
C 4.758707 -2.103646 -0.531920 -0.1 0.4 0.7
C 5.955277 -3.063568 -0.381537 -0.3 -0.9 -0.4
N 7.020481 -2.768600 -1.333407 0.6 -0.2 0.2
C 8.004630 -1.812135 -1.032378 -0.2 0.8 -0.5
O 8.859566 -1.873505 -0.195211 -0.4 0.0 0.4
C 7.786771 -0.706056 -2.041907 0.2 -0.7 0.2
C 8.219122 0.588580 -2.003553 0.4 0.1 0.4
C 7.800979 1.411492 -3.030206 0.4 0.8 0.0
O 8.178238 2.742423 -3.018535 -0.4 -0.3 0.5
B 7.361827 3.510277 -2.170105 0.6 0.2 -0.3
O 7.896090 4.089470 -1.037750 -0.6 -0.3 0.3
O 6.070802 3.716463 -2.532650 -0.1 -0.1 0.3
C 7.007539 0.941716 -4.049337 -0.3 0.2 -0.5
C 6.577142 -0.372200 -4.102816 -0.2 -0.6 -0.2
C 5.664354 -0.805827 -5.226124 0.4 0.5 -0.5
C 6.046945 -2.074384 -5.990606 -0.7 -0.4 0.3
F 4.986714 -2.992981 -5.905754 0.2 0.2 0.0
C 6.987626 -1.193195 -3.061467 0.0 -0.6 0.0
C 6.696675 -2.634856 -2.716741 0.0 0.5 0.2
O 6.345226 -3.550100 -3.402149 -0.5 0.2 0.0
O 3.553454 -2.852844 -0.420140 0.0 0.2 -0.1
C 2.884787 -3.081085 -1.644363 -0.3 -0.3 0.1
C 1.837977 -2.041063 -1.963540 0.5 -0.2 0.0
C 1.753530 -0.849096 -1.287791 0.5 0.3 0.7
C 0.784698 0.080916 -1.588617 0.0 0.5 0.3
C -0.117545 -0.154976 -2.595694 -0.2 0.2 0.0
C -0.027792 -1.342360 -3.294813 -0.6 0.5 -0.4
C 0.937809 -2.267350 -2.981003 -0.3 -0.5 -0.8
H 4.616534 -0.020310 0.074158 -0.1 0.1 0.2
H 4.015422 -1.193319 1.271853 0.1 0.1 0.2
H 5.771927 -0.975302 1.016308 0.0 0.2 0.2
H 4.770747 -1.608009 -1.505084 0.1 -0.2 -0.2
H 6.360070 -3.066628 0.626762 0.2 0.1 0.0
H 5.590348 -4.075535 -0.558559 0.0 0.0 -0.1
H 8.833743 0.948945 -1.190126 0.1 0.0 0.0
H 8.212077 3.439902 -0.398843 0.4 0.2 -0.2
H 5.572031 4.068282 -1.783415 0.0 0.2 -0.2
H 6.695732 1.641970 -4.811733 0.0 0.1 0.0
H 4.630327 -0.873148 -4.891133 0.0 -0.3 0.1
H 5.673928 0.015475 -5.945854 -0.1 0.1 0.0
H 6.918926 -2.564603 -5.569039 0.1 0.0 -0.1
H 6.169699 -1.885159 -7.054687 0.2 0.1 0.0
H 2.366459 -4.038033 -1.556883 0.1 -0.1 0.1
H 3.580907 -3.189945 -2.481877 0.2 0.1 0.0
H 2.453838 -0.613443 -0.501506 0.0 -0.2 0.1
H 0.749358 1.000770 -1.020938 0.0 0.1 0.0
H -0.863708 0.588458 -2.832966 -0.1 0.0 -0.1
H -0.730301 -1.496637 -4.101820 0.0 -0.3 -0.1
H 0.967265 -3.164335 -3.588100 0.2 -0.2 0.2
C -1.929916 -2.735244 0.422978 -0.1 -0.1 0.1
C -3.421456 -2.548882 0.161762 0.1 0.1 -0.1
C -3.826956 -1.083357 0.012745 -0.1 0.0 0.0
C -3.585128 -0.216816 1.249325 0.1 0.0 0.0
C -4.280807 -0.700807 2.520369 -0.1 0.1 0.0
C -5.802755 -0.718499 2.410324 0.1 -0.1 0.1
H -1.630619 -2.269743 1.363818 0.0 0.0 0.0
H -1.685770 -3.796400 0.491052 0.1 0.0 0.0
H -1.330796 -2.293040 -0.376927 0.0 0.0 0.0
H -3.998806 -3.026598 0.958159 0.0 0.0 0.0
H -3.685783 -3.072758 -0.760884 0.0 0.0 0.0
H -4.883961 -1.035061 -0.265299 0.0 0.0 0.0
H -3.276441 -0.648121 -0.827787 0.0 0.0 0.0
H -3.917691 0.802889 1.029254 0.0 0.0 0.0
H -2.510374 -0.145185 1.440085 0.0 0.0 0.0
H -3.995481 -0.039792 3.343108 0.0 0.0 0.0
H -3.921702 -1.697002 2.792367 0.0 0.0 0.0
H -6.187133 0.277222 2.178738 0.0 0.0 0.0
H -6.250658 -1.040080 3.351897 0.0 0.0 0.0
H -6.143044 -1.405842 1.634276 0.0 0.0 0.0
C 0.582747 7.036424 0.208469 -0.1 -0.1 0.1
C 1.181089 6.201356 1.337103 0.0 0.1 -0.1
C 2.691673 6.007635 1.215702 0.1 0.0 0.1
C 3.145339 5.260831 -0.039194 -0.1 0.0 -0.1
C 2.540085 3.868567 -0.213591 0.1 -0.1 0.0
C 2.907485 2.901396 0.908522 -0.1 0.0 -0.1
H 0.720113 6.560076 -0.763447 0.0 0.0 0.0
H -0.489158 7.172583 0.357292 0.0 0.0 0.0
H 1.043744 8.025406 0.170892 0.0 0.0 0.0
H 0.677593 5.231705 1.382240 0.0 0.0 0.0
H 0.973388 6.696092 2.289191 0.0 0.0 0.0
H 3.053129 5.481855 2.103951 0.0 0.0 0.0
H 3.178765 6.987409 1.230679 0.0 0.0 0.0
H 4.237230 5.173876 -0.014604 0.0 0.0 0.0
H 2.914006 5.859497 -0.924625 0.0 0.0 0.0
H 2.891808 3.454944 -1.163979 -0.1 0.0 0.0
H 1.452172 3.936284 -0.297770 0.0 0.0 0.0
H 3.991539 2.786542 0.983522 0.0 0.0 0.0
H 2.479183 1.915091 0.718278 0.0 0.0 0.0
H 2.533085 3.239533 1.875290 0.0 0.0 0.0
C -8.794281 -3.211354 3.320688 -0.1 -0.1 0.0
C -10.284340 -3.013931 3.058107 0.1 0.0 -0.1
C -10.685046 -1.545795 2.922848 -0.1 0.0 0.0
C -10.439027 -0.693120 4.168486 0.1 0.0 0.0
C -11.133939 -1.187963 5.435924 -0.1 0.1 0.0
C -12.656236 -1.199945 5.328841 0.1 -0.1 0.1
H -8.486750 -2.753700 4.262270 0.0 0.0 0.0
H -8.551549 -4.273560 3.376712 0.0 0.0 0.0
H -8.199250 -2.772386 2.517666 0.0 0.0 0.0
H -10.863831 -3.493979 3.851355 0.0 0.0 0.0
H -10.550631 -3.530284 2.132109 0.0 0.0 0.0
H -11.741896 -1.492007 2.646522 0.0 0.0 0.0
H -10.135050 -1.102954 2.086341 0.0 0.0 0.0
H -10.768846 0.329530 3.959611 0.0 0.0 0.0
H -9.363826 -0.626152 4.358394 0.0 0.0 0.0
H -10.844840 -0.536192 6.264541 0.0 0.0 0.0
H -10.777186 -2.187922 5.697205 0.0 0.0 0.0
H -13.037877 -0.201215 5.107121 0.0 0.0 0.0
H -13.105657 -1.528272 6.267112 0.0 0.0 0.0
H -13.000899 -1.877538 4.546415 0.0 0.0 0.0
```
Positions in Å, forces in eV/Å.

Calculated values
Total charge = 0
DFT total energy = -57601.0184 eV
E_HOMO = -9.326 eV
Orbital gap = 9.06 eV
Maximum force = 1.06 eV Å⁻¹

Löwdin atomic charge list, values in e, 5 entries: atom 1 (C): -0.012, atom 2 (C): -0.346, atom 3 (C): -0.057, atom 4 (N): 0.040, atom 5 (C): -0.353